1.
Formula: C6H3N5
Source: the Open Molecules 2025 dataset
Level of theory: the ωB97M-V functional and the def2-TZVPD basis

The geometry in ORCA input format:
```
! RIJCOSX wB97M-V def2-TZVPD def2/J DEFGRID3
* xyz 0 1
N -1.75201 -0.38953 -0.94614
C -1.58778 -1.28256 -0.04138
H -2.35338 -2.20053 -0.15243
C -1.40624 1.68910 -1.80161
N 1.42635 1.12848 -0.26711
C 0.36891 -0.63142 0.76958
N -2.35365 2.55331 -2.31512
N 1.55314 -0.56695 1.41918
C 0.26047 0.51687 -0.12064
C 2.12407 0.51719 0.73431
H 3.03841 0.91641 1.03058
H 2.09226 -1.29804 1.80617
C -0.77758 0.58276 -1.10058
N -0.63298 -1.53507 0.98519
*
```

Highest occupied orbital energy in eV: -9.387
Molar mass in g/mol: 145.12

***

2.
Formula: C9H7IO2
Source: the Open Molecules 2025 dataset
Level of theory: the ωB97M-V functional and the def2-TZVPD basis

The geometry in ORCA input format:
```
! RIJCOSX wB97M-V def2-TZVPD def2/J DEFGRID3
* xyz 0 1
I -1.91766 -2.36785 1.61040
H -2.20402 3.00876 0.33682
H 2.90268 -1.97585 0.64125
C 0.24355 1.25320 -1.49643
C 0.99643 -1.93416 0.22137
C -0.25436 -1.08191 1.31188
C 1.32365 -0.91711 -0.73198
H -0.93469 2.99655 -2.07369
O 2.24582 -0.96962 -1.52364
H 0.39674 -2.68132 -0.16754
C -1.48511 2.20832 -0.06824
H -2.02201 0.75875 1.66809
C -0.57362 0.04559 0.40576
C -0.76275 2.19110 -1.27758
H 0.12799 -0.69517 2.30456
C 0.38672 0.17827 -0.65680
H 0.84083 1.22132 -2.36407
C -1.42422 1.02799 0.79725
O 2.11403 -2.26685 1.06257
*
```

SMILES string: O=C1c2ccccc2[C@@H](I)[C@@H]1O
Highest occupied orbital energy in eV: -9.368
Molar mass in g/mol: 274.06

***

3.
Formula: C16H57F3N24O15
Source: the Open Molecules 2025 dataset
Level of theory: the ωB97M-V functional and the def2-TZVPD basis

The geometry in ORCA input format:
```
! RIJCOSX wB97M-V def2-TZVPD def2/J DEFGRID3
* xyz 0 1
N -5.85346 -2.51910 -0.74187
N 0.88877 -3.84413 -1.09663
H 2.64663 -2.89519 -2.36157
H -2.00762 -0.61733 5.31113
H 2.94216 3.77910 -0.27841
O -0.64025 4.41363 2.26499
H -4.18294 3.81562 1.00583
O -0.31638 -5.68579 -1.40415
O 0.43587 -0.69582 -2.69561
H 1.58109 -1.16441 -1.18149
H -3.78085 2.52733 2.04099
H -4.77727 -4.04688 -2.57892
H -2.79674 -0.27004 -3.19362
H -1.42205 -0.41740 -2.38061
H 3.37238 5.91053 -0.33131
H -4.95222 0.97014 2.25159
C -0.68453 -2.13219 5.50207
O -6.19842 2.74891 0.10355
H 2.23998 7.62826 -2.51926
N 3.80647 -3.28509 1.86017
H 1.79597 4.17019 -2.67267
O -1.36327 -2.75071 6.25189
C -5.44750 2.32057 0.93330
N 2.55571 -0.43206 -5.49699
C 3.08508 -3.83652 -4.13876
O 0.85288 6.70013 -0.93079
H -1.62295 1.09912 0.75573
N -4.32511 2.08725 4.72189
O 3.20558 -1.45091 3.13997
N 0.46853 -2.43591 5.02320
N -5.67108 1.24987 1.59960
N -4.48575 2.97116 1.46983
N 4.31372 5.65744 -0.06688
N -4.26075 -3.30396 -2.13017
H 2.22154 5.05128 1.68670
N 1.22673 3.52909 2.90916
H 5.06111 6.33469 -0.01353
O -0.10329 0.04444 -0.57141
H 1.06928 -2.96059 -1.55146
H -3.97453 2.79750 5.34859
H 0.83878 5.95429 1.09085
C -0.04646 -4.51924 -1.68178
O -3.71641 0.53714 3.44814
C 1.71282 -0.70370 -6.40493
N 4.24513 -1.28731 1.20989
H 0.30417 -0.90804 -4.90091
H -1.01876 -4.40553 -3.29146
N 0.50772 -0.95979 -5.88883
H -3.05854 -3.98867 0.11773
F 1.87033 1.91220 -1.86320
C -2.12879 -4.43699 1.70283
H 4.36011 -0.29740 1.37409
H 0.70975 4.21643 -1.36950
C 1.01188 -0.27447 -1.45002
N -1.56755 -3.35676 1.34639
H 3.43735 0.01521 -5.70380
H 0.82700 -1.88776 4.25435
H -1.96514 -2.81956 0.58913
O -2.33612 -0.12450 -2.36401
H 3.23276 -3.92531 2.39033
H -0.35002 -0.23854 4.96789
H -2.17617 2.52459 5.30176
N 1.40961 4.70596 -1.90862
F 3.36682 0.38936 -1.92476
C 0.02409 0.01841 0.83078
O -1.83743 -5.09451 2.65752
N 1.23789 5.27718 1.72516
H 2.21800 3.58853 3.09338
H 0.69660 2.76830 3.30950
H 3.44859 3.18216 1.30213
N -3.02941 -4.74615 0.78517
C 3.73881 -2.01695 2.20910
H -1.40061 1.53189 4.08071
H -1.44340 0.47153 2.37979
H 2.16444 -0.41957 -4.56594
H -3.77965 -5.36026 1.06817
H 0.87429 -3.33780 5.22825
H -0.23108 -2.91640 -2.83461
H 2.99695 6.10982 -3.07113
H 0.62479 -0.75141 1.31518
N 3.59247 3.77111 0.49433
C -1.37092 0.20468 1.32544
O 1.99389 -0.75187 -7.56472
H 4.49711 -4.45211 -5.59312
C 4.56324 4.62088 0.63585
N -2.22380 1.79784 4.60199
H 4.33436 -3.45329 1.01569
O 2.10285 -4.52281 -4.39594
H 4.17720 -2.53035 -3.18727
C 2.22234 0.76730 -1.35124
H -6.32196 0.59399 1.19182
H 4.54607 -1.70056 0.33883
C -4.54125 -2.65568 -1.03592
N 4.25989 -3.91637 -4.77044
N -0.67928 -3.78271 -2.57247
H -0.63910 -3.21737 1.71874
C 0.57991 4.45736 2.37270
O -3.69537 -2.24520 -0.31571
H -2.42996 0.82291 -2.24075
N 2.25891 6.62253 -2.61012
H 0.61187 0.88761 1.12591
N 3.22638 -2.87100 -3.18825
H -3.26550 -3.24367 -2.29123
H -6.61860 -2.83068 -1.32289
H 1.57816 -4.36087 -0.56955
H -5.31132 1.94628 4.55575
H 5.12173 -3.54241 -4.39966
C -3.42893 1.36428 4.26202
H -5.96179 -1.99827 0.11668
N -1.04312 -0.91266 5.25991
H -2.03353 -0.61002 1.03336
C 1.45060 6.06345 -1.79331
O 5.48475 4.38064 1.33394
H -0.22075 -1.30044 -6.49989
F 2.50803 1.10840 -0.07978
*
```

Highest occupied orbital energy in eV: -8.845
Molar mass in g/mol: 882.78

***

4.
Formula: C25H35GeN3O2Pd
Source: the Open Molecules 2025 dataset
Level of theory: the ωB97M-V functional and the def2-TZVPD basis

The geometry in ORCA input format:
```
! RIJCOSX wB97M-V def2-TZVPD def2/J DEFGRID3
* xyz 0 5
H 4.11788 -0.75993 0.43455
N -0.30646 -2.27603 -0.10926
H -5.04533 -0.34260 4.40107
H -3.41250 0.91448 -4.39886
H 2.17574 3.32450 -3.04640
Pd 0.02027 -0.19303 0.55834
O -1.13876 -0.84588 2.29408
H -3.55426 -2.75344 -2.13725
H 3.70146 0.33425 -2.62601
C 0.28643 -3.39946 0.59944
H 2.76844 -1.02938 -3.26616
H -4.79807 2.13269 4.56583
H -4.42414 -1.32586 -3.93961
O -1.53426 0.77603 -0.50861
H 1.47125 2.21341 0.37954
C 2.53127 0.07679 2.42842
C 2.91379 0.05215 -3.32783
C 0.10539 -0.20108 -1.94674
C 2.66149 1.55722 2.06833
H 3.48634 -0.22982 2.87774
N 2.18744 -0.85729 1.33881
H 1.75784 -0.03600 3.18770
H 1.11459 -3.92811 2.48455
H 2.87919 0.29430 -0.28145
H -1.98927 -3.34317 -0.59849
H 2.81349 -1.43302 -0.57177
H 0.77144 3.30312 -1.96098
C -2.03806 -0.05840 2.81163
H -2.78600 3.19305 3.60891
H 3.25802 0.29080 -4.33700
C -0.75124 2.05950 2.44199
H 3.51563 1.72245 1.40789
C -1.99991 0.76135 -2.84201
C 3.05310 -0.67861 0.17438
C 0.48210 1.35012 -4.75939
H 0.03091 0.44903 -5.17918
H 2.93922 -2.81587 1.20373
C 1.67261 2.76146 -2.25613
H -0.45845 -4.18262 0.76091
H 1.06063 -3.82072 -0.05198
Ge 1.23710 1.00712 -2.98611
C -3.59242 -0.98234 -3.33740
H 0.33074 -1.20689 -2.29703
H -3.31038 -1.70606 3.30230
H 1.31056 1.66451 -5.39958
C -4.03728 1.53490 4.08166
C -3.10954 -1.77772 -2.31257
H 2.69179 -2.24114 2.83728
H 1.37543 3.28373 1.76274
C -3.00569 0.30152 -3.60331
C -3.20711 -0.62970 3.37375
H -0.71058 3.13693 2.63575
H 2.34651 2.70642 -1.40211
C -4.16703 0.13950 3.98640
C -2.03380 -1.38751 -1.53284
C -1.40433 0.00809 -1.67811
N 0.22763 1.50505 1.84971
C 2.24694 -2.25591 1.84006
C -1.91654 1.35847 2.91230
C -2.91769 2.11622 3.54603
H 2.90650 2.04642 3.01359
C 1.41594 2.23226 1.46352
H -0.27034 2.13858 -4.73968
C -1.44487 -2.39666 -0.68326
C 0.92120 -3.00517 1.93118
H -1.62493 1.77393 -2.95499
H 0.20292 -2.42093 2.50799
*
```

Highest occupied orbital energy (alpha / beta) in eV: -6.734 / -7.222
Molar mass in g/mol: 588.60